The following is a DFT calculation (ωB97M-V/def2-TZVPD) of a 7-piece molecular cluster, C28H45BrCl24N4O4 overall at a distorted geometry.

Last column: Löwdin charge in e.
Cartesian coordinates (Å):
N  -0.87216  -4.54785  -0.73664  0.02
C  0.61367  3.34014  -2.18685  -0.18
H  0.95017  -3.09011  0.05516  0.09
Cl  5.49137  1.13664  4.99234  0.50
C  4.93534  -0.26164  5.94630  -2.00
H  2.86370  -4.24387  -5.52524  0.12
N  3.13444  -1.12245  -0.26467  -0.02
H  0.49601  3.74365  -3.30431  0.13
O  -0.86359  0.28594  1.68067  -0.01
C  3.16057  2.09601  -0.47181  -0.10
H  0.37525  1.16565  -2.82318  0.10
C  3.21915  -0.91482  1.22744  -0.19
H  -1.68079  1.33816  -2.12663  0.09
H  4.11487  2.52564  -2.58683  0.08
H  2.85898  -0.32575  -3.02244  0.13
C  2.86940  -2.28773  2.11391  -0.21
Cl  -10.64222  1.92161  -4.02371  0.51
H  -3.59618  3.51588  -0.58288  0.08
O  3.05224  -3.37656  -5.01893  -0.15
H  0.93095  -1.17150  2.94412  0.08
H  -0.60649  -2.36180  -2.58697  0.05
C  -10.66466  3.65810  -4.42185  -2.01
Br  6.14194  4.32229  -2.43623  0.50
H  4.36800  -0.69721  1.46837  0.13
O  0.94555  1.42538  0.25100  -0.09
O  -5.52909  1.63259  -0.33226  -0.28
H  1.83539  -4.43129  -3.61654  0.12
Cl  -3.58341  -3.37553  4.32388  0.54
C  4.40374  2.03307  -1.53833  -0.26
Cl  5.35820  -1.76803  5.09391  0.52
Cl  -9.60950  3.95926  -5.82557  0.49
Cl  7.35778  4.01204  2.17693  0.51
C  1.20251  1.81714  -2.31292  -0.12
N  -1.48296  -2.60455  -2.07344  0.06
H  -2.00279  -1.67883  -2.00594  0.08
H  -7.13939  0.43868  -1.21751  0.09
C  -6.46421  0.49504  -0.26124  -0.13
C  0.02910  0.33082  0.68897  -0.18
C  2.06542  -3.30648  -3.92834  -0.25
H  2.09894  1.87232  -3.09994  0.12
H  5.48717  3.47673  -0.03508  0.03
Cl  -1.64386  -5.88188  7.59259  0.44
Cl  -1.89248  -5.01712  2.61765  0.58
C  5.73246  2.90546  -1.02646  -0.54
Cl  -4.42733  4.13590  -4.57095  0.53
C  -1.21968  -3.04678  -0.65169  -0.58
C  -0.84680  3.47343  -1.46025  -0.21
Cl  -6.81301  3.00223  -3.35090  0.52
H  0.04978  -4.65975  -1.24424  0.07
H  -0.84315  -4.97779  0.21407  0.02
H  2.67112  -3.18521  1.38974  0.09
Cl  -1.76863  -5.05892  10.38048  0.51
C  -2.00532  2.45647  -2.01254  -0.19
C  -3.19790  2.44606  -0.83938  -0.17
C  1.68663  -2.04021  3.23815  -0.14
Cl  -6.86666  5.71314  -4.40609  0.50
H  -4.69626  1.46168  -2.36951  0.09
H  -4.03319  0.25368  -1.03197  0.12
H  2.29021  -3.23731  -1.65862  0.10
Cl  3.16813  -0.17337  6.15498  0.53
H  3.84294  -2.58406  2.73810  0.07
H  1.06613  -0.90467  -3.07349  0.10
C  2.65040  -2.54949  -2.55763  -0.15
Cl  -5.35158  5.12069  -1.99388  0.55
Cl  -2.95568  -6.10963  5.09578  0.50
C  1.94917  -0.44287  -0.90451  -0.29
H  1.33864  4.10289  -1.65710  0.11
H  2.13237  -1.85699  4.32798  0.03
H  -7.16464  0.69545  0.67461  0.11
Cl  7.92313  6.68568  3.17551  0.52
Cl  -0.88824  -4.06403  5.17661  0.51
Cl  -12.32995  4.15635  -4.81292  0.51
H  -2.52542  2.90022  -2.97556  0.07
C  2.06292  -1.02189  -2.47004  -0.13
N  -2.52427  -2.95992  0.12578  0.04
C  -4.40028  1.36694  -1.24061  -0.23
Cl  -10.07687  4.59526  -3.02513  0.50
Cl  5.67005  6.24677  1.38773  0.51
H  1.09674  -3.07398  3.32461  0.04
Cl  -0.71305  -7.67894  9.68289  0.51
H  1.02090  -2.85602  -4.26053  0.12
C  -2.32995  -4.64155  4.30346  -1.95
H  3.83678  -2.60381  -2.53411  0.13
H  -0.23958  -2.21087  1.22837  0.12
C  1.83600  1.19361  -0.93517  -0.28
H  2.62829  0.00353  1.64518  0.12
H  -2.66435  1.96143  0.11229  0.12
H  6.69417  2.23743  -0.98460  0.08
H  4.05022  -0.83132  -0.67066  0.11
Cl  0.80572  -5.28119  9.04313  0.51
Cl  5.72375  -0.24193  7.54395  0.52
H  2.85084  3.24190  -0.34398  0.13
H  -0.20840  -0.40082  -1.37904  0.13
C  0.41971  -0.82429  -0.45630  -0.08
H  3.58414  1.77424  0.58282  0.12
C  7.33534  5.74853  1.77879  -2.01
C  0.06004  -2.33076  0.07890  -0.05
H  4.70205  0.92705  -1.78059  0.10
C  -5.86462  4.49297  -3.58043  -1.97
H  -2.38604  -3.59881  0.94932  -0.04
H  -0.75172  3.36532  -0.28191  0.12
H  -5.92592  -0.54255  -0.02929  0.10
C  -0.82993  -5.97524  9.17474  -1.99
H  -1.23460  4.57656  -1.65522  0.12
Cl  8.39050  6.04968  0.37508  0.51
H  -3.27226  -3.40330  -0.48472  0.10

Computed properties:
Maximum force (eV/Å): 8.98
LUMO energy (eV): -0.135
Net charge: 0
Structure (SMILES): CCCN[C@@]1(CCCO)[C@@H](CC(N)(N)N)C(=O)O[C@]1(CCCBr)CCCCCCOC.ClC(Cl)(Cl)Cl.ClC(Cl)(Cl)Cl.ClC(Cl)(Cl)Cl.ClC(Cl)(Cl)Cl.ClC(Cl)(Cl)Cl.ClC(Cl)(Cl)Cl
DFT total energy (Ha): -15231.99914

The following is a DFT calculation (ωB97M-V/def2-TZVPD) of C28H45ClF3N4O7ReSSi4Te as an isolated structure at a distorted geometry.

Last column: Löwdin charge in e.
Cartesian coordinates (Å):
N  9.66480  15.96295  10.58302  -0.18
C  11.73576  12.85952  14.71174  -0.21
H  10.88000  8.65725  12.72184  0.03
H  14.99597  13.48186  10.16998  0.02
H  8.93317  16.48100  13.82320  0.04
C  13.63862  9.09384  11.70949  -0.21
H  6.21593  14.20755  15.66136  0.08
O  4.99732  12.86530  14.43849  -0.36
H  7.74504  15.51307  14.74831  0.10
C  12.41064  14.25922  14.53826  -0.20
F  12.02746  16.34642  6.88160  0.10
H  15.72659  10.61374  7.39604  0.04
H  14.97412  9.60087  8.67695  0.01
C  9.72233  12.21484  6.80445  -0.20
C  11.29840  17.38380  7.45974  -0.48
H  14.70880  16.07447  16.36231  0.12
H  11.41628  12.45058  13.73847  0.05
Si  10.31734  10.52595  7.46941  0.40
H  10.46769  12.66013  6.17415  0.02
H  13.65164  8.23232  12.40684  0.04
O  6.19094  10.74078  14.83738  -0.32
H  14.12557  17.68441  14.39225  0.12
Re  10.80918  14.90542  11.93345  0.98
H  11.98110  8.78890  6.73358  0.02
H  8.77313  12.10446  6.29325  0.03
N  12.11733  15.11004  13.51664  -0.10
H  8.50652  15.65181  16.44620  0.15
H  12.20813  10.22726  5.76298  0.02
H  8.78492  8.67120  7.04629  0.02
F  12.13683  18.25425  8.18203  0.08
O  3.69441  10.89228  14.27937  -0.31
H  10.79965  13.01988  15.29622  0.14
O  9.50075  14.76504  13.07950  -0.54
C  7.55929  15.67475  15.83528  -0.33
C  10.89208  19.02408  13.28329  -0.14
O  12.68835  12.03173  15.32032  -0.08
H  12.41123  11.05760  15.30340  0.15
H  10.97667  20.91956  14.33301  0.11
H  13.35512  13.86494  16.34301  0.12
C  7.62481  18.15270  15.84032  -0.40
H  14.24652  9.79503  7.06696  0.03
C  7.95776  16.50231  9.00272  -0.02
H  11.69300  19.31382  12.61185  0.11
C  8.92829  9.30433  7.90810  -0.20
C  12.77121  16.35782  13.51787  -0.14
C  11.44652  9.61463  6.23771  -0.21
H  14.67149  12.01994  11.14090  0.02
Si  13.93935  11.80332  8.67120  0.40
C  13.27036  14.61342  15.56150  0.01
H  12.54046  17.02199  12.67968  0.04
C  13.66418  13.26649  7.45319  -0.21
N  6.92780  16.95518  15.90056  0.09
H  9.28230  8.57418  8.68334  0.03
O  6.76958  14.69206  16.32645  -0.02
C  9.30838  17.49260  13.97268  -0.07
C  10.23776  16.86040  8.42875  -0.10
H  14.57612  13.91159  7.49089  0.05
F  10.77826  18.04865  6.41419  0.15
C  12.52498  7.49403  9.46227  -0.22
Cl  5.08972  11.36902  14.07694  1.04
C  14.98542  12.38795  10.14296  -0.20
Si  11.72325  10.95899  9.34458  0.07
C  8.79880  18.35400  14.92974  -0.09
H  12.81413  13.85556  7.77843  -0.01
C  13.67361  16.70143  14.49263  -0.05
H  16.03788  12.07510  9.97603  0.04
C  8.88672  16.93095  8.08016  0.03
C  8.34526  16.08383  10.28521  -0.04
S  12.21389  15.97712  10.30757  0.60
H  12.60387  6.56629  10.05969  0.05
H  6.89963  16.57566  8.80625  0.12
H  8.02656  9.81616  8.28402  0.04
Si  12.08435  8.90028  10.60807  0.36
H  14.54605  9.07163  11.09333  0.02
H  9.49711  12.80268  7.68014  -0.02
H  9.81106  9.44035  11.51168  -0.01
C  9.32909  19.67172  14.95636  0.01
C  10.46282  19.96292  14.25003  -0.03
H  8.64206  17.25370  7.04839  0.15
H  10.03866  7.67425  11.48396  0.05
C  10.58488  16.31071  9.67153  -0.63
N  10.35534  17.81715  13.15142  0.03
H  13.44447  7.60343  8.85827  0.03
H  7.69238  15.91795  11.09162  0.11
O  7.22682  19.12476  16.49773  0.05
C  13.98751  15.86567  15.57432  0.03
C  10.55529  8.64523  11.66534  -0.24
H  8.76165  20.37002  15.54327  0.12
C  14.78098  10.32984  7.88336  -0.23
H  13.50392  12.98119  6.42909  0.02
Te  10.58380  12.51166  10.81982  0.70
H  11.73947  7.35583  8.68357  0.03
H  13.67368  10.02746  12.26831  0.01
H  10.86948  9.22064  5.41014  0.03
H  6.19971  16.96999  16.61844  0.16

Computed properties:
Maximum force (eV/Å): 4.78
<S²>: 4.2374
LUMO energy (spin up / spin down) (eV): -5.226 / -6.597
Net charge: +1
Spin multiplicity: 4
DFT total energy (Ha): -4501.42101
Energy relative to the best compared isomer or geometry (same formula, charge and spin) (kcal/mol): 124.77